Entry from the OMol25 dataset: a structure of composition C8H36BClCuN16O8 (ωB97M-V with the def2-TZVPD basis set).

The geometry in XYZ format:
```
71
Properties=species:S:1:pos:R:3
Cu 0.44985 -15.35816 7.71719
B -1.16399 -16.92961 7.40452
H -1.45652 -16.26522 6.60624
H -0.13254 -17.24079 7.34523
H -1.16640 -16.36006 8.32095
H -1.81690 -17.78012 7.52532
Cl 2.66370 -16.85594 8.25918
C -2.16287 -18.90110 4.56863
O -2.20469 -19.70965 3.63551
N -2.53283 -19.16807 5.76715
N -1.79820 -17.65666 4.39276
H -3.07185 -19.97530 6.04631
H -2.43777 -18.47055 6.49140
H -1.59206 -17.48252 3.41947
H -1.50716 -17.10550 5.18750
C -4.31718 -14.94638 9.31397
O -3.51182 -14.32222 9.94960
N -3.95757 -15.72009 8.35508
N -5.59438 -14.94626 9.59031
H -4.71822 -16.30556 8.04088
H -2.99094 -15.84020 8.08804
H -5.86364 -14.29834 10.31681
H -6.18211 -15.57588 9.06281
C 0.95793 -20.93257 9.99174
O 0.34490 -21.82790 9.49420
N 1.65671 -20.88362 11.05182
N 0.98738 -19.69791 9.45683
H 1.68475 -21.70599 11.63751
H 2.00047 -19.99168 11.37797
H 1.43280 -18.95174 9.97156
H 0.35001 -19.60671 8.67867
C -1.66309 -12.76664 7.54032
O -1.17127 -13.87655 7.49776
N -1.24908 -11.73809 6.79592
N -2.73415 -12.44324 8.04604
H -1.71776 -10.85259 6.92370
H -0.35867 -11.81453 6.32537
H -3.27010 -11.66000 7.70049
H -3.19245 -13.07237 8.68966
C 0.26637 -14.05059 10.82258
O 0.65466 -14.80455 9.90372
N 0.72710 -12.88766 11.08640
N -0.66647 -14.34732 11.66602
H 0.62602 -12.49964 12.01340
H 1.51026 -12.43817 10.63395
H -0.71609 -13.64488 12.39005
H -1.05501 -15.27922 11.69262
C 1.86085 -15.63719 4.73646
O 1.09786 -15.30588 5.55622
N 3.06879 -15.92216 4.96498
N 1.56034 -15.87669 3.50557
H 3.35108 -16.34424 5.83806
H 3.64695 -16.30060 4.22835
H 0.71701 -15.54345 3.06079
H 2.22673 -16.36104 2.92125
C -2.06213 -18.09657 11.33281
O -1.51546 -17.07703 11.70730
N -2.92092 -18.82892 11.99053
N -2.08605 -18.61187 10.12733
H -3.12694 -18.80733 12.97906
H -3.22197 -19.67954 11.53675
H -1.62931 -18.20771 9.32225
H -2.50926 -19.49957 9.89716
C 2.80539 -19.61024 5.27986
O 2.65975 -20.27996 4.25271
N 3.95478 -19.19711 5.78276
N 1.91003 -19.20722 6.11825
H 3.97044 -18.62774 6.61683
H 4.80600 -19.70856 5.59851
H 2.09540 -18.36284 6.64050
H 0.95709 -19.53480 6.04974
```

Properties
lowest unoccupied orbital energy (spin up / spin down)	-2.43 / -8.05	eV
charge	+1
HOMO (spin up / spin down)	-11.14 / -11.14	eV
spin multiplicity	3
frontier orbital gap (spin up / spin down)	8.709 / 3.087	eV

Entry from the OMol25 dataset: a cluster of 10 separate species, C8H36O14 in total (ωB97M-V with the def2-TZVPD basis set).

The geometry in XYZ format:
```
58
Properties=species:S:1:pos:R:3
O -2.44524 3.36468 1.23083
C -1.91190 2.63267 2.30902
C -0.65469 3.41227 2.77536
O 0.15689 2.61367 3.61457
H -2.40914 4.25943 1.43915
H -2.71881 2.59578 3.00483
H -1.72934 1.54785 1.96772
H -0.82443 4.28613 3.36027
H -0.04784 3.60592 1.91775
H 0.44887 1.82489 3.08861
O -1.45272 -1.58525 -1.57635
C -2.17496 -1.87135 -2.75443
C -2.69904 -3.27553 -2.84563
O -3.72397 -3.30644 -3.76879
H -2.06683 -1.31016 -0.90714
H -2.94307 -1.11006 -2.84670
H -1.55892 -1.81280 -3.64020
H -2.95973 -3.53084 -1.82166
H -1.87462 -3.86027 -3.23679
H -3.40099 -2.95032 -4.56027
O 2.38445 -1.86013 5.95554
C 2.13015 -1.43573 4.67070
C 0.78064 -0.55295 4.73415
O 0.58319 -0.08502 3.41872
H 3.08649 -2.54052 5.86781
H 2.91900 -0.88782 4.25541
H 1.93804 -2.22988 3.90673
H 0.98139 0.24602 5.35159
H -0.08535 -1.26665 5.08636
H 0.51311 -0.79324 2.81437
O -0.91953 1.29837 -6.13792
C -0.64053 0.51464 -4.95681
C 0.10168 1.50197 -4.10591
O 0.06357 0.95230 -2.75866
H -0.09833 1.63867 -6.51921
H -1.57681 0.27892 -4.58053
H -0.03941 -0.33992 -5.08799
H -0.41172 2.49446 -4.03758
H 1.09944 1.60540 -4.58239
H -0.81893 1.20452 -2.51398
O 3.30764 -0.50604 1.27975
H 2.43421 -0.80610 1.47442
H 3.88604 -1.10699 1.76559
O 0.55894 0.52002 0.41773
H 0.99923 -0.20493 0.02050
H -0.12790 0.52648 -0.23929
O 2.36355 1.97817 1.80223
H 3.07879 1.31146 1.75541
H 1.82060 1.55623 1.11208
O 3.30707 -3.20002 0.31364
H 4.14859 -2.88298 0.07368
H 2.64640 -2.66841 -0.11207
O -2.11065 1.38836 -0.72883
H -2.84002 1.24671 -1.28877
H -2.26245 2.21666 -0.24933
O 1.50826 -1.40120 -1.39042
H 1.19397 -2.31530 -1.47804
H 1.08765 -0.92581 -2.05885
```

Properties
lowest unoccupied orbital energy	0.08	eV
SMILES	OCCO.OCCO.OCCO.OCCO.O.O.O.O.O.O
ΔE to the lowest compared entry with this formula, charge and spin	272.4	kJ/mol
HOMO	-9.03	eV
frontier orbital gap	9.113	eV

Entry from the OMol25 dataset: a structure of composition C8H38FeN6O13 (ωB97M-V with the def2-TZVPD basis set).

The geometry in XYZ format:
```
66
Properties=species:S:1:pos:R:3
Fe -26.12320 8.56719 -7.33582
C -29.95252 6.74994 -7.62271
C -28.53580 6.59551 -8.02515
O -27.79653 7.73662 -8.36385
H -29.98581 7.43939 -6.77911
H -30.26284 5.81411 -7.15792
H -30.59516 7.01165 -8.46332
H -28.59576 5.86246 -8.82959
H -27.99359 6.11480 -7.21089
C -27.20887 7.87935 -4.28114
O -26.22579 7.92062 -5.27006
H -27.94157 7.18252 -4.68820
H -26.87387 7.61497 -3.27816
H -27.68730 8.82753 -4.03587
C -30.00139 7.03003 -0.41736
C -29.40746 8.51017 -0.53393
O -28.52579 8.75581 0.58973
O -31.12673 6.97018 0.50113
H -29.13494 6.51970 0.00327
H -30.33623 6.67752 -1.39292
H -30.35983 9.03899 -0.49608
H -28.81944 8.82176 -1.39720
H -28.93955 8.81704 1.45382
H -31.84875 7.37576 0.01554
C -31.65500 8.09660 -3.83849
O -31.35199 9.24433 -3.59858
N -32.82580 7.56956 -3.50699
N -30.82018 7.22102 -4.37868
H -32.95247 6.60347 -3.77291
H -33.54313 8.22737 -3.23711
H -29.96972 7.57873 -4.78960
H -31.19165 6.30384 -4.58092
C -28.22568 4.13157 -1.49189
O -29.00421 4.34457 -2.43085
N -27.07513 4.77697 -1.52444
N -28.36414 3.27102 -0.53327
H -26.45030 4.58408 -0.75471
H -26.90653 5.42358 -2.28178
H -27.80319 3.31448 0.30551
H -29.18504 2.68413 -0.57530
C -27.82738 3.30083 -5.64901
O -27.41788 2.71406 -6.63257
N -27.41676 4.46857 -5.21451
N -28.51277 2.71208 -4.74449
H -26.84193 5.11412 -5.73692
H -28.01155 4.88933 -4.51501
H -28.84586 1.76049 -4.80464
H -28.82684 3.28713 -3.97586
O -24.31028 9.51101 -6.81001
H -24.09535 10.42933 -6.64652
H -23.46260 9.06717 -6.83646
O -29.27103 11.17190 -5.23954
H -30.15158 10.80669 -5.15298
H -28.98857 11.33322 -4.33930
O -25.37899 10.84503 -4.24332
H -25.50961 9.91362 -4.42120
H -24.74180 11.12759 -4.89935
O -27.67164 11.57230 -2.85443
H -26.87031 11.40410 -3.35024
H -27.44146 11.36494 -1.94875
O -27.05500 10.42970 -6.95891
H -27.80747 10.59443 -6.39068
H -26.64302 11.28703 -7.06614
O -23.91584 6.41181 -4.90913
H -24.15604 5.51399 -5.13815
H -24.73226 6.90561 -4.98562
```

Properties
lowest unoccupied orbital energy (spin up / spin down)	-0.92 / -0.94	eV
HOMO (spin up / spin down)	-8.19 / -8.18	eV
spin multiplicity	5
frontier orbital gap (spin up / spin down)	7.275 / 7.247	eV